(1)
{
  "formula": "C30H28LuN2Si",
  "method": "the ωB97M-V functional and the def2-TZVPD basis",
  "elements": ["C", "C", "C", "H", "C", "C", "H", "H", "H", "H", "Lu", "C", "H", "H", "H", "Si", "C", "C", "H", "C", "H", "C", "H", "C", "H", "C", "H", "C", "C", "H", "C", "H", "C", "H", "C", "H", "C", "H", "H", "H", "C", "C", "N", "C", "C", "C", "C", "C", "C", "C", "C", "C", "N", "C", "H", "H", "H", "H", "H", "H", "H", "H"],
  "xyz": [[0.744058, 1.655346, 1.139955], [-0.151812, 2.066233, 0.101402], [-1.132638, 2.932736, 0.671083], [-0.087972, 1.857039, -0.965501], [-0.851375, 3.054231, 2.076977], [0.337272, 2.294641, 2.351989], [0.884054, 2.349483, 3.295623], [1.613204, 1.022589, 0.986451], [-1.901101, 3.467581, 0.092337], [-1.407475, 3.692178, 2.771846], [-1.362812, 0.759693, 1.731412], [-1.461120, -1.313177, -1.730722], [-1.521910, -0.794142, -0.775780], [-1.203399, -2.359768, -1.558142], [-2.367429, -1.244807, -2.373381], [0.054133, -0.601446, -2.899015], [1.786303, -0.409631, -3.837985], [2.515376, 0.783479, -3.758986], [1.991231, 1.729956, -3.571022], [3.927892, 0.759781, -3.842802], [4.487184, 1.682176, -3.652447], [4.586376, -0.456484, -4.076705], [5.665124, -0.491591, -4.054709], [3.868062, -1.642639, -4.298760], [4.374556, -2.601653, -4.417705], [2.474879, -1.597752, -4.271083], [1.931014, -2.532991, -4.469199], [-0.974005, 0.873127, -3.577973], [-0.626121, 1.635776, -4.715376], [0.171641, 1.330042, -5.402262], [-1.318229, 2.814271, -5.031012], [-1.038677, 3.418223, -5.899674], [-2.389324, 3.221505, -4.240678], [-2.909940, 4.142640, -4.455352], [-2.821088, 2.435469, -3.175899], [-3.714048, 2.703931, -2.603882], [-2.130300, 1.274517, -2.857236], [-2.575710, 0.691006, -2.045451], [0.586508, -0.098433, -1.574852], [0.614244, -1.952748, -3.132013], [0.748702, -3.242960, 1.081766], [0.362605, -1.917838, 0.888064], [-0.300264, -1.244403, 1.863525], [-0.428564, -1.791536, 3.121384], [0.041370, -3.104695, 3.388540], [0.579564, -3.836809, 2.320282], [-0.032604, -3.576178, 4.735341], [-0.414686, -2.760111, 5.765298], [-0.828154, -1.402619, 5.545374], [-1.082407, -0.448041, 6.553956], [-1.434207, 0.847612, 6.218954], [-1.609061, 1.206439, 4.889711], [-1.364230, 0.301683, 3.906644], [-0.920391, -0.961425, 4.202653], [1.185224, -3.762571, 0.235681], [0.544329, -1.352684, -0.033118], [0.899531, -4.865707, 2.470929], [0.264599, -4.606486, 4.937662], [-0.393332, -3.102916, 6.803157], [-0.959648, -0.746636, 7.598316], [-1.590708, 1.616444, 6.975843], [-1.934268, 2.201040, 4.576553]],
  "atomic_forces_ev_per_a": [[0.2, 0.9, -0.3], [0.1, 1.0, 0.2], [0.6, 0.2, 0.1], [0.0, -0.3, 0.3], [0.5, 0.5, -0.6], [0.0, 1.0, -0.3], [-0.3, -0.4, -0.3], [-0.2, 0.1, 0.1], [0.3, -0.5, 0.4], [0.3, -0.3, -0.2], [-1.5, -1.9, -1.3], [-0.3, -0.7, -1.7], [-0.4, 0.6, 0.6], [-0.2, -0.1, 0.2], [0.2, -0.3, 1.0], [0.7, 0.0, 0.5], [0.4, 0.5, -1.1], [1.0, -0.6, 0.0], [0.3, -0.3, 0.1], [-0.5, -0.2, 0.0], [-0.1, -0.4, -0.2], [-0.3, 0.2, 0.2], [0.1, 0.1, 0.0], [-0.4, 0.7, 0.0], [0.0, 0.3, -0.3], [-0.1, 0.9, 0.8], [0.1, 0.5, 0.3], [-0.5, 0.0, -0.3], [-0.3, 0.2, 0.1], [-0.1, -0.1, 0.6], [-0.1, -0.2, 0.2], [0.0, -0.3, 0.3], [0.0, 0.0, 0.0], [-0.1, 0.1, -0.2], [0.1, 0.1, -0.1], [0.3, 0.0, -0.2], [0.1, 0.3, -0.2], [0.6, 0.1, -0.3], [0.7, 0.3, 0.1], [-1.4, -1.5, 0.4], [0.1, -0.1, 0.1], [-1.0, 0.7, 1.1], [0.8, -0.5, 0.2], [0.5, -0.7, -0.7], [-0.6, 1.2, 0.1], [0.2, 0.0, -0.7], [-0.1, 0.0, 0.9], [0.2, -0.4, 0.1], [0.1, 0.1, -0.9], [0.1, -0.2, -0.1], [-0.2, 0.3, 0.5], [0.3, -1.5, -0.8], [0.0, 0.5, 1.1], [-0.1, 0.6, 0.4], [0.0, -0.1, 0.2], [-0.1, -0.4, 0.1], [-0.1, 0.2, 0.0], [0.0, 0.3, 0.0], [0.0, -0.1, -0.4], [-0.1, 0.2, -0.3], [0.0, -0.4, -0.1], [0.1, -0.3, 0.2]],
  "lowdin_charge": [-0.1945, -0.1831, -0.1747, 0.0934, -0.2265, -0.2085, 0.1265, 0.1247, 0.1289, 0.1156, 1.7513, -0.2884, -0.0755, -0.0067, 0.0193, 0.5100, -0.3240, -0.1414, 0.0892, -0.1028, 0.0927, -0.1170, 0.0869, -0.1099, 0.0956, -0.1435, 0.0797, -0.2520, -0.0908, 0.1058, -0.0813, 0.1071, -0.1029, 0.0961, -0.1153, 0.0973, -0.1543, 0.0610, -0.0182, -0.0201, 0.0153, -0.0639, -0.0355, -0.1320, -0.1304, 0.0445, 0.0116, 0.0069, -0.1234, 0.0484, -0.0158, -0.0781, -0.0614, -0.1335, 0.1339, 0.0747, 0.1382, 0.1336, 0.1314, 0.1406, 0.1283, 0.1171],
  "homo_ev": -8.493,
  "orbital_gap_ev": 3.410,
  "total_charge": 1,
  "lumo_ev": -5.083,
  "de_lowest_ev": 0.279
}

=====

(2)
{
  "formula": "C29H51NOP2Si4Sn",
  "method": "the ωB97M-V functional and the def2-TZVPD basis",
  "elements": ["C", "C", "C", "C", "C", "C", "C", "C", "C", "C", "C", "C", "C", "H", "H", "H", "H", "H", "H", "H", "N", "Sn", "C", "H", "H", "C", "H", "H", "P", "P", "C", "H", "H", "H", "C", "H", "H", "H", "C", "H", "H", "H", "C", "H", "H", "H", "C", "O", "H", "C", "Si", "C", "C", "Si", "Si", "C", "C", "C", "Si", "C", "C", "C", "H", "H", "H", "H", "H", "H", "H", "H", "H", "H", "H", "H", "H", "H", "H", "H", "H", "H", "H", "H", "H", "H", "H", "H", "H", "H", "H"],
  "xyz": [[4.886163, 1.418947, -1.228337], [3.585272, 1.866854, -1.069411], [2.673439, 1.641809, -2.134800], [2.991393, 0.739987, -3.161412], [4.310540, 0.347629, -3.309964], [5.274423, 0.723737, -2.359615], [1.799862, 0.184550, -3.901486], [0.769290, 1.239825, -4.170549], [0.538006, 2.111278, -3.090114], [-0.681946, 2.819397, -2.981421], [-1.571614, 2.729574, -4.046768], [-1.271095, 1.991408, -5.198269], [-0.098645, 1.246509, -5.252092], [5.610538, 1.613227, -0.430982], [4.608234, -0.224040, -4.188588], [6.311964, 0.386569, -2.466032], [2.110046, -0.332041, -4.796741], [-2.523536, 3.248049, -3.985226], [-1.971506, 1.970687, -6.029366], [0.132892, 0.638115, -6.119981], [1.340312, 2.001939, -1.964272], [0.245878, 0.373362, -0.386005], [3.077568, 2.433017, 0.253006], [2.456852, 3.328707, 0.106982], [3.924487, 2.644637, 0.943843], [-1.094283, 3.396884, -1.627025], [-0.270993, 3.991540, -1.210053], [-2.014659, 4.007635, -1.736769], [2.065678, 1.188265, 1.168829], [-1.525092, 2.055570, -0.425388], [-3.164488, 1.578968, -0.997683], [-3.684828, 1.002819, -0.228080], [-3.740971, 2.491525, -1.209145], [-3.109369, 0.983434, -1.914804], [-1.833891, 2.967792, 1.099379], [-2.564023, 3.768473, 0.900384], [-2.251543, 2.306727, 1.869799], [-0.913598, 3.424313, 1.491424], [3.312942, -0.036856, 1.638315], [4.174494, 0.503576, 2.058776], [2.923251, -0.739830, 2.383942], [3.648482, -0.599154, 0.755325], [1.632497, 2.033392, 2.707951], [1.142004, 1.351717, 3.418422], [2.570225, 2.404636, 3.158514], [0.970577, 2.891432, 2.506214], [-1.269258, -1.417310, -1.981338], [-1.820403, -1.966487, -2.825648], [1.362261, -0.660869, -3.324381], [0.648789, -1.122766, 4.607624], [-1.108928, -1.004007, 3.914433], [-2.162646, -1.989337, 5.133189], [-1.679801, 0.791035, 4.010796], [-1.232907, -1.653059, 1.651689], [0.061645, -3.589686, 1.603991], [-0.689578, -4.842996, 2.806070], [0.124679, -4.282599, -0.148051], [1.860500, -3.328320, 2.097640], [-3.362222, -2.603612, 1.352167], [-4.200586, -3.260436, 2.916050], [-4.511256, -1.301886, 0.624802], [-3.371833, -4.068098, 0.151944], [0.671593, -0.592106, 5.571938], [1.411359, -0.677107, 3.959827], [0.929110, -2.166238, 4.801592], [-1.815062, -1.745525, 6.148552], [-3.221409, -1.714372, 5.068393], [-2.078184, -3.074364, 5.005915], [-1.041823, 1.467305, 3.430067], [-2.712364, 0.896389, 3.652197], [-1.655631, 1.122609, 5.059857], [-1.709037, -5.149983, 2.540502], [-0.049849, -5.738155, 2.777886], [-0.699534, -4.473573, 3.840266], [0.574699, -3.561002, -0.841126], [0.770054, -5.173240, -0.134060], [-0.851515, -4.576571, -0.543620], [2.381142, -2.683681, 1.378380], [1.986857, -2.902253, 3.097671], [2.361194, -4.308053, 2.088329], [-4.565785, -2.443443, 3.548646], [-5.069600, -3.865146, 2.618143], [-3.550803, -3.897531, 3.524914], [-4.247326, -1.082769, -0.416326], [-5.549490, -1.665197, 0.634734], [-4.482116, -0.369118, 1.198846], [-3.054401, -3.765343, -0.853498], [-2.740308, -4.902915, 0.474352], [-4.403061, -4.443932, 0.076739]],
  "atomic_forces_ev_per_a": [[0.1, 0.4, 0.8], [-0.5, 0.1, 0.1], [-0.6, -1.1, 0.9], [0.0, 0.3, 0.0], [0.5, 0.0, -0.2], [-0.1, -0.6, -0.7], [0.9, 0.2, -0.7], [-0.2, 0.0, 0.3], [-0.4, -1.0, 0.4], [-0.4, -0.4, 0.3], [0.0, 0.3, 0.1], [0.2, 0.2, 0.1], [0.1, -0.1, -0.1], [-0.2, -0.1, -0.3], [-0.1, -0.1, 0.3], [-0.5, 0.2, 0.0], [0.2, 0.0, -0.6], [0.1, 0.0, 0.0], [0.1, 0.0, 0.2], [-0.2, -0.1, 0.1], [-0.1, 0.3, 0.8], [0.6, -1.9, 0.4], [0.5, 0.0, -0.1], [0.3, -0.2, 0.1], [-0.5, 0.1, -0.5], [0.3, 0.1, -0.8], [-0.3, 0.0, 0.0], [0.6, -0.2, 0.1], [0.9, 1.1, 0.5], [-1.0, 2.3, -0.4], [-0.3, -0.4, -0.1], [0.1, 0.1, -0.2], [0.2, -0.2, 0.1], [0.0, 0.1, 0.1], [-0.2, 0.2, 0.5], [0.2, -0.2, 0.0], [0.1, 0.2, -0.2], [-0.3, -0.1, -0.2], [0.0, -0.3, -0.1], [-0.3, -0.1, -0.1], [0.1, 0.2, -0.2], [-0.1, 0.1, 0.2], [0.1, 0.3, 0.4], [0.2, 0.3, -0.3], [-0.4, -0.1, -0.1], [0.3, -0.3, 0.1], [-2.2, -1.9, -3.0], [1.6, 1.4, 2.3], [-0.1, 0.5, 0.3], [0.0, 0.1, -0.1], [0.2, 0.6, 0.7], [-0.1, -0.1, -0.2], [0.0, 0.1, 0.2], [0.5, -0.3, 0.2], [0.6, -0.5, -0.4], [-0.1, 0.1, 0.0], [0.0, -0.1, 0.1], [0.1, 0.0, 0.0], [-1.3, -0.4, -0.7], [0.3, 0.2, 0.3], [-0.1, 0.0, 0.0], [0.2, 0.2, -0.1], [0.0, -0.1, -0.2], [-0.1, -0.1, 0.1], [-0.1, 0.2, 0.0], [0.0, 0.0, -0.3], [0.2, -0.1, 0.0], [0.0, 0.2, 0.1], [-0.1, -0.1, 0.1], [0.1, 0.0, 0.1], [0.0, 0.0, -0.2], [0.2, 0.1, 0.1], [-0.1, 0.2, 0.0], [0.0, -0.1, -0.2], [0.0, -0.1, 0.1], [-0.1, 0.2, -0.1], [0.2, 0.0, 0.1], [-0.1, -0.2, 0.1], [0.0, -0.1, -0.2], [-0.1, 0.2, 0.0], [0.0, -0.2, -0.1], [0.2, 0.2, -0.1], [-0.2, 0.1, -0.1], [-0.1, 0.0, 0.1], [0.2, 0.1, 0.0], [-0.1, -0.1, 0.0], [-0.1, -0.1, 0.1], [-0.2, 0.1, 0.0], [0.2, 0.2, 0.1]],
  "lowdin_charge": [-0.0409, -0.2121, -0.2228, -0.1357, 0.0046, -0.0229, -0.0566, -0.1352, -0.2298, -0.2065, -0.0273, -0.0210, -0.0014, 0.1297, 0.1293, 0.1288, 0.1312, 0.1229, 0.1242, 0.1292, 0.0282, 0.7839, -0.2564, 0.1003, 0.1103, -0.2463, 0.1014, 0.1115, 0.7274, 0.7212, -0.2115, 0.0224, 0.0812, 0.0569, -0.2224, 0.0815, 0.0309, 0.0481, -0.2163, 0.0784, 0.0266, 0.0647, -0.2260, 0.0240, 0.0791, 0.0465, -0.0875, 0.0948, 0.1288, -0.2138, 0.3375, -0.1920, -0.2341, 0.4579, 0.3009, -0.1836, -0.2094, -0.2084, 0.3383, -0.1923, -0.2350, -0.2090, 0.0535, -0.0120, 0.0348, 0.0550, 0.0288, 0.0187, -0.0169, 0.0326, 0.0532, 0.0214, 0.0525, 0.0259, 0.0193, 0.0487, 0.0094, 0.0109, 0.0068, 0.0522, 0.0298, 0.0555, 0.0190, 0.0139, 0.0524, 0.0190, 0.0178, 0.0195, 0.0518],
  "homo_ev": [-13.438, -13.097],
  "orbital_gap_ev": [5.583, 5.261],
  "total_charge": 2,
  "lumo_ev": [-7.855, -7.835]
}

=====

(3)
{
  "formula": "C4H8O3S",
  "method": "the ωB97M-V functional and the def2-TZVPD basis",
  "elements": ["C", "C", "C", "C", "O", "O", "O", "S", "H", "H", "H", "H", "H", "H", "H", "H"],
  "xyz": [[0.636862, 3.200669, -0.081489], [1.233359, -1.688903, 0.403876], [-0.358881, -2.562403, -1.217959], [-0.045203, -1.717607, -0.007000], [1.386440, 4.093278, -0.070602], [-1.042987, 1.531385, 0.797009], [-1.308543, 4.056541, 1.159800], [-0.432991, 2.894865, 1.400486], [0.481616, 2.500754, -0.836878], [-1.666674, 1.068644, 1.253267], [1.746904, -1.358685, 1.297247], [1.916443, -2.286366, -0.215229], [0.478500, -3.121210, -1.639149], [-1.048507, -2.034399, -1.875648], [-1.056201, -3.434910, -0.624440], [-0.920136, -1.141652, 0.256708]],
  "atomic_forces_ev_per_a": [[-0.2, -0.8, 1.8], [-0.2, -0.9, -0.2], [-2.6, -2.3, 2.9], [1.7, 0.1, -1.4], [1.1, 1.5, -0.1], [2.7, 1.5, -3.3], [-0.3, -0.5, 0.4], [-0.2, 1.4, 0.7], [-0.4, -1.4, -2.0], [-2.7, -1.7, 2.5], [-0.7, 0.7, 0.1], [-0.2, 0.1, 0.2], [-0.2, 0.5, -0.2], [0.3, -0.3, -0.4], [1.5, 2.0, -2.1], [0.3, 0.1, 1.0]],
  "lowdin_charge": [-0.3536, -0.0208, -0.1317, -0.2645, 0.0866, -0.2857, -0.4694, 0.9226, 0.0822, 0.0091, 0.0441, 0.0520, 0.0604, 0.0564, 0.1421, 0.0701],
  "homo_ev": -9.382,
  "orbital_gap_ev": 9.469,
  "total_charge": 0,
  "lumo_ev": 0.087,
  "de_lowest_ev": 4.011
}

=====

no.,M (g mol⁻¹),E_tot (Eh)
1,619.6,-2794.1835
2,722.7,-3320.1349
3,136.2,-780.9858